Below is a 2-piece molecular cluster, C2H6N2S3 overall at a distorted geometry, with properties calculated with ωB97M-V/def2-TZVPD.

The value obtained for the orbital gap (alpha / beta) is 8.903 / 6.053 eV. Its spin multiplicity is 3. The calculation puts the energy at -37654.3138 eV. The value obtained for the LUMO energy (alpha / beta) is 0.604 / -1.990 eV.

Last column: natural (NBO) charge in e.
Geometry (Å):
C: -1.630 0.302 -0.068  0.359
C: 2.773 -0.592 0.225  -0.779
N: -1.332 1.539 0.426  -0.792
N: -0.739 -0.599 -0.082  -0.704
S: -3.419 0.082 -0.323  -0.062
S: -0.804 -2.141 -0.520  0.232
S: 2.041 0.979 -0.245  0.063
H: 1.993 -1.289 0.069  0.252
H: 3.128 -0.662 1.244  0.220
H: 3.501 -0.819 -0.514  0.225
H: -0.389 1.917 0.275  0.417
H: -2.011 2.215 0.731  0.404
H: -3.112 -0.931 -1.218  0.165